Density functional theory data (ωB97M-V/def2-TZVPD) for a structure of composition C23H34N2O4.

XYZ file:
```
63
Properties=species:S:1:pos:R:3:forces:R:3:lowdin_charge:R:1
C -1.169 -2.764 -6.476 -5.70 2.42 0.49 -0.010
C -1.908 -2.582 -5.018 -7.58 -6.83 -11.08 -0.431
H -2.343 -3.581 -4.647 -0.64 0.59 -1.80 0.148
H -2.672 -1.858 -5.077 -1.26 0.86 -0.44 0.112
O -1.159 -2.291 -4.164 13.50 3.77 13.32 -0.021
C -0.183 -3.327 -3.716 -0.41 0.37 0.70 -0.392
O -0.251 -4.449 -4.111 -0.44 -0.43 -0.79 0.117
N 0.666 -2.978 -2.695 2.05 2.90 -0.33 -0.072
C 0.808 -1.634 -2.257 2.08 3.98 -0.21 -0.188
H 0.197 -0.856 -2.897 0.91 -1.79 1.70 0.139
C 0.595 -1.566 -0.703 -6.46 2.58 -5.12 -0.195
H 0.568 -0.565 -0.452 0.49 2.35 0.56 0.051
H -0.775 -1.660 -0.774 3.92 -0.74 1.03 0.238
C 1.416 -2.370 0.106 -1.70 -0.97 1.06 -0.401
N 0.899 -2.439 1.497 3.71 -0.34 -2.94 -0.126
C 0.385 -1.293 1.966 -5.59 2.68 5.90 -0.217
C 1.098 0.079 2.286 4.98 -4.11 0.04 -0.144
C 0.319 0.955 3.079 -1.05 -1.72 9.75 -0.198
O 0.025 0.757 4.508 1.91 0.86 -8.61 -0.089
C -0.150 2.100 2.418 -1.12 0.60 7.42 -0.273
C -0.626 3.171 3.188 4.71 -0.65 2.11 0.040
C -0.870 4.310 2.535 -1.98 3.68 7.83 -0.137
C -1.225 4.330 1.281 -0.85 -1.20 -7.65 -0.270
C -0.889 3.223 0.393 -4.29 0.19 3.84 0.010
C -0.650 1.928 1.285 -1.29 5.42 -11.83 0.031
H -0.365 1.278 0.551 0.49 -3.06 -1.02 0.068
C -1.457 3.303 -1.138 8.92 -3.27 4.61 0.021
H -0.538 2.589 -1.398 -2.11 1.33 -1.15 0.117
H -1.306 4.224 -1.515 0.13 2.95 -1.28 0.030
H -2.283 2.806 -1.239 -4.91 -2.45 -0.75 0.003
O -1.814 5.438 0.706 -1.31 0.89 -0.31 -0.134
C -3.354 5.523 0.617 5.49 6.45 -1.58 0.064
H -3.658 4.765 0.107 -2.14 -4.78 -2.99 0.008
H -3.570 6.555 0.012 0.68 -2.62 1.54 0.157
H -3.664 5.610 1.560 -1.64 0.16 3.61 0.034
C -1.194 5.567 3.568 2.53 -1.12 -13.40 0.077
H -1.489 6.443 2.857 2.15 -0.60 0.76 0.126
H -2.053 5.630 3.841 -10.28 -1.18 4.62 -0.039
H -0.517 5.707 4.184 6.32 1.52 5.68 -0.009
H -0.188 3.117 4.235 -1.35 0.43 -1.08 0.158
H 1.594 0.572 1.411 -0.95 -0.34 0.43 0.150
C 2.587 -0.524 3.148 -10.32 -0.47 3.28 -0.107
C 3.103 -1.668 2.506 0.14 1.54 -3.77 -0.243
C 2.083 -2.742 2.170 1.64 -4.28 6.43 -0.210
H 2.649 -3.743 1.838 -1.53 2.30 0.37 0.166
H 1.649 -3.002 3.305 1.31 0.16 -2.35 0.177
H 3.515 -1.141 1.635 0.83 -1.16 -0.66 0.126
H 3.826 -1.784 3.225 2.51 -2.31 1.01 0.103
H 2.953 0.310 3.548 3.00 3.20 0.59 0.059
H 2.040 -0.911 4.187 0.92 0.79 -2.31 0.163
H -0.584 -1.054 1.523 0.18 -0.03 -0.65 0.111
H -0.126 -1.699 3.093 1.67 1.61 -2.58 0.214
C 1.101 -3.710 -0.312 9.99 0.62 -5.57 -0.026
H 1.832 -4.355 -0.004 0.81 -2.43 1.99 0.077
H 0.184 -3.921 -0.390 -6.84 -1.96 -0.26 0.057
C 1.766 -3.777 -1.967 -15.57 -5.61 1.14 0.054
H 1.264 -4.861 -2.428 2.50 2.31 1.67 0.186
H 2.663 -3.650 -2.183 7.92 1.80 -1.96 0.012
H 2.456 -2.065 -0.026 0.10 -0.08 0.25 0.164
H 2.133 -0.984 -2.420 -3.24 -2.31 0.11 0.200
H -0.628 -3.600 -6.442 2.74 -2.97 0.20 -0.008
H -0.663 -1.834 -6.756 -0.09 -0.37 -0.07 0.073
H -2.052 -3.051 -7.162 1.44 0.89 0.51 0.098
```
Forces are in eV/Å.

HOMO level: -8.608 eV
orbital gap: 8.184 eV
2S+1: 1
charge: 0
electronic energy: -1306.45352 a.u.
maximum force: 0.3760 Eh/bohr